The following is a DFT calculation (wB97M-V/def2-TZVPD) of a cluster of 15 separate species, C90H213N15O15 in total at a distorted geometry.

Each line ends with the Mulliken charge.
Element x y z (Å)
C 0.274 -3.867 -4.077  -0.904
C 0.874 -5.254 -3.895  0.480
C 1.830 -5.327 -2.631  0.059
O 2.166 -6.702 -2.454  -0.479
C 3.161 -6.979 -1.466  -0.634
N -0.165 -6.230 -3.604  -0.948
H -0.268 -3.821 -5.022  0.394
H 1.116 -3.199 -4.257  0.193
H -0.349 -3.576 -3.231  -0.457
H 1.369 -5.613 -4.798  0.670
H 1.341 -4.861 -1.775  -0.445
H 2.721 -4.702 -2.699  0.659
H 3.042 -6.298 -0.624  -0.001
H 4.092 -6.830 -2.013  0.360
H 3.213 -7.988 -1.058  0.326
H 0.488 -6.838 -3.131  0.637
H -0.709 -5.966 -2.795  -0.314
C 7.943 4.607 3.106  -1.601
C 7.029 3.428 3.121  1.315
C 5.938 3.532 2.089  0.382
O 5.152 4.654 2.082  -0.522
C 4.196 4.741 3.179  -0.882
N 7.880 2.232 2.911  -0.685
H 8.740 4.614 3.849  0.464
H 7.424 5.548 3.290  0.258
H 8.236 4.590 2.056  0.350
H 6.598 3.294 4.113  -0.540
H 5.266 2.678 2.176  -0.453
H 6.379 3.373 1.105  0.417
H 3.600 5.640 3.018  0.433
H 4.711 4.860 4.132  0.391
H 3.480 3.921 3.145  0.171
H 8.432 2.192 3.756  0.342
H 7.344 1.406 3.137  0.131
C 6.019 1.322 -2.187  -1.068
C 6.493 0.983 -3.611  0.351
C 5.328 1.050 -4.612  -0.807
O 4.359 0.082 -4.064  -0.071
C 3.352 0.025 -4.945  -0.018
N 7.617 1.797 -4.039  -0.749
H 5.837 2.396 -2.175  0.638
H 6.866 1.182 -1.514  0.424
H 5.100 0.821 -1.883  -0.209
H 6.796 -0.058 -3.491  0.227
H 5.644 0.709 -5.598  0.421
H 4.952 2.072 -4.651  0.186
H 2.968 1.043 -5.015  -0.289
H 2.552 -0.560 -4.492  0.013
H 3.566 -0.216 -5.987  0.497
H 7.239 2.731 -4.105  0.334
H 8.150 1.854 -3.183  0.382
C -3.712 3.665 1.931  -1.163
C -4.974 3.902 1.036  2.350
C -6.371 3.396 1.461  -0.069
O -7.010 4.261 2.480  -0.488
C -8.277 3.841 2.704  -0.659
N -4.931 5.317 0.709  -0.556
H -3.585 2.599 2.122  -0.134
H -3.983 4.137 2.876  0.542
H -2.790 4.108 1.556  0.064
H -4.700 3.397 0.110  -1.185
H -6.383 2.337 1.719  0.144
H -7.051 3.515 0.617  -0.003
H -8.333 2.779 2.943  0.171
H -8.933 3.998 1.848  0.300
H -8.667 4.287 3.619  0.340
H -5.527 5.769 1.388  0.312
H -5.335 5.585 -0.177  0.204
C 2.900 5.246 -0.438  -0.379
C 4.022 4.775 -1.398  1.935
C 3.722 5.189 -2.888  -1.208
O 2.380 5.120 -3.492  -0.341
C 1.887 3.923 -3.945  0.514
N 5.229 5.312 -0.750  -0.734
H 3.143 5.120 0.617  -0.280
H 1.995 4.770 -0.816  -0.229
H 2.676 6.312 -0.409  0.584
H 4.077 3.686 -1.419  -0.663
H 4.446 4.645 -3.495  0.261
H 4.034 6.223 -3.030  0.368
H 1.649 3.232 -3.136  -0.012
H 2.481 3.261 -4.575  0.093
H 0.968 4.168 -4.477  -0.526
H 5.384 5.045 0.212  0.252
H 5.278 6.311 -0.606  0.319
C -3.338 2.802 -2.699  0.232
C -4.102 2.914 -4.016  0.557
C -5.427 3.671 -3.871  -1.376
O -6.126 3.332 -2.639  0.143
C -7.347 4.066 -2.505  -1.101
N -3.169 3.509 -4.945  -0.156
H -3.495 3.722 -2.136  -0.629
H -2.273 2.654 -2.878  0.216
H -3.799 2.068 -2.039  -0.058
H -4.292 1.920 -4.422  0.077
H -6.083 3.541 -4.732  0.516
H -5.231 4.743 -3.864  0.453
H -7.967 4.024 -3.400  0.413
H -7.087 5.092 -2.246  0.368
H -8.028 3.712 -1.731  0.218
H -3.653 3.955 -5.711  0.342
H -2.708 4.336 -4.593  -0.024
C 2.554 -5.409 2.100  -1.411
C 1.297 -5.028 2.956  0.758
C 1.490 -4.242 4.222  -1.099
O 0.227 -3.951 4.781  -0.037
C -0.383 -5.107 5.427  -0.877
N 0.466 -4.398 1.938  2.031
H 3.424 -5.633 2.718  0.570
H 2.817 -4.648 1.366  -0.021
H 2.510 -6.267 1.429  0.292
H 0.732 -5.887 3.317  0.427
H 2.005 -3.305 4.005  -0.245
H 2.130 -4.703 4.974  0.427
H -0.912 -5.675 4.661  0.224
H -1.146 -4.831 6.155  0.220
H 0.399 -5.665 5.941  0.398
H -0.089 -3.848 2.579  -0.753
H 1.165 -3.780 1.552  -1.120
C -0.835 5.006 -0.952  -0.763
C -1.337 6.418 -1.242  0.412
C -2.404 6.500 -2.342  -0.957
O -2.113 5.799 -3.489  -0.274
C -1.254 6.448 -4.468  -0.531
N -1.666 6.911 0.084  -0.898
H -0.368 4.462 -1.773  -0.001
H -1.670 4.314 -0.841  -0.093
H -0.249 4.753 -0.069  0.780
H -0.422 6.909 -1.573  0.161
H -2.589 7.560 -2.517  0.493
H -3.355 6.136 -1.955  0.049
H -1.546 7.496 -4.530  0.390
H -1.472 5.882 -5.374  0.095
H -0.265 6.181 -4.097  0.103
H -2.570 6.571 0.379  0.279
H -1.033 6.411 0.693  0.396
C -3.520 -0.455 4.067  -1.442
C -2.422 -1.296 4.759  1.964
C -2.640 -1.579 6.274  -1.264
O -2.554 -0.266 6.888  -0.124
C -2.976 -0.324 8.268  -1.049
N -2.366 -2.605 4.115  0.368
H -3.433 0.546 4.490  0.565
H -4.560 -0.676 4.305  0.515
H -3.405 -0.425 2.983  0.013
H -1.430 -0.845 4.722  -1.071
H -1.773 -2.125 6.645  0.415
H -3.508 -2.172 6.561  0.544
H -2.821 0.649 8.733  0.262
H -2.352 -1.033 8.812  0.401
H -4.032 -0.587 8.328  0.320
H -1.707 -3.186 4.614  -0.380
H -3.267 -3.048 4.220  0.276
C -7.149 0.187 -2.468  -1.881
C -6.673 -1.116 -1.825  2.542
C -5.255 -0.859 -1.215  -0.305
C -5.236 -0.271 0.177  2.108
C -6.212 -1.057 1.128  -1.222
C -7.619 -1.275 0.536  1.773
N -7.601 -1.688 -0.889  0.177
O -8.910 -2.040 -1.308  -0.476
C -8.259 -2.517 1.326  -1.746
C -8.386 0.032 0.789  -1.677
C -6.514 -2.218 -2.920  -1.924
H -8.226 0.104 -2.609  0.386
H -6.672 0.259 -3.445  0.402
H -7.082 1.079 -1.845  0.009
H -4.707 -1.796 -1.117  -0.971
H -4.706 -0.228 -1.915  0.411
H -5.403 0.791 -0.004  -1.144
H -4.186 -0.223 0.463  -0.343
H -6.253 -0.407 2.002  0.545
H -5.709 -1.986 1.396  -0.230
H -7.657 -3.412 1.169  0.340
H -8.249 -2.394 2.409  0.358
H -9.281 -2.796 1.068  0.372
H -8.004 0.910 0.269  0.055
H -9.444 -0.029 0.532  0.586
H -8.385 0.279 1.850  0.333
H -7.432 -2.514 -3.428  0.458
H -6.087 -3.149 -2.549  0.246
H -5.918 -1.983 -3.802  0.297
H -9.383 -1.205 -1.319  0.386
C 4.892 1.762 6.131  -2.369
C 3.734 2.005 7.113  1.858
C 3.603 3.580 7.350  -0.944
C 2.382 3.987 8.140  -0.767
C 1.128 3.517 7.351  -1.095
C 1.172 1.945 7.252  1.859
N 2.445 1.565 6.570  0.855
O 2.464 0.230 6.113  -0.405
C 1.001 1.338 8.619  -1.894
C -0.015 1.490 6.358  -2.225
C 4.096 1.420 8.473  -1.858
H 5.180 0.747 5.856  0.539
H 5.832 2.269 6.349  0.624
H 4.621 2.226 5.182  0.168
H 4.433 3.937 7.960  0.434
H 3.744 4.154 6.434  -0.036
H 2.361 5.072 8.246  0.418
H 2.510 3.597 9.150  0.395
H 1.077 3.862 6.318  0.405
H 0.179 3.888 7.738  0.452
H -0.051 1.203 8.868  0.365
H 1.485 0.361 8.587  0.393
H 1.444 1.938 9.413  0.324
H -0.933 1.982 6.682  0.635
H 0.152 1.853 5.344  0.016
H -0.106 0.405 6.324  0.398
H 5.068 1.743 8.846  0.441
H 4.250 0.348 8.350  0.355
H 3.404 1.627 9.290  0.316
H 2.371 0.342 5.164  0.209
C -2.888 -4.233 -1.596  -0.699
C -2.921 -5.301 -0.412  1.809
C -4.234 -6.079 -0.681  -1.227
C -4.269 -7.520 -0.106  -0.977
C -3.017 -8.291 -0.403  -1.321
C -1.644 -7.497 -0.075  1.831
N -1.710 -6.200 -0.645  0.366
O -0.580 -5.479 -0.474  2.851
C -1.411 -7.506 1.399  -1.979
C -0.475 -8.192 -0.705  -2.418
C -3.038 -4.595 0.985  -1.191
H -2.355 -3.328 -1.308  -0.254
H -3.866 -3.848 -1.884  -0.154
H -2.423 -4.641 -2.494  0.484
H -5.044 -5.592 -0.139  0.171
H -4.371 -6.276 -1.744  0.554
H -5.151 -8.059 -0.452  0.451
H -4.449 -7.487 0.969  0.331
H -3.000 -8.578 -1.455  0.397
H -3.046 -9.200 0.197  0.377
H -2.242 -7.367 2.090  0.322
H -0.938 -8.444 1.690  0.589
H -0.593 -6.842 1.678  0.212
H -0.408 -9.225 -0.362  0.545
H -0.702 -8.201 -1.771  0.441
H 0.500 -7.709 -0.645  0.156
H -3.716 -3.744 0.925  0.099
H -2.071 -4.156 1.230  -0.502
H -3.297 -5.302 1.773  0.350
H -0.539 -5.454 0.484  -0.997
C 1.344 1.848 -7.317  -1.324
C -0.056 2.184 -7.813  1.995
C -0.214 1.954 -9.377  -1.317
C -0.534 0.460 -9.809  -0.668
C -1.687 -0.131 -8.922  -1.237
C -1.431 0.019 -7.397  1.622
N -1.038 1.416 -7.044  -0.323
O -1.067 1.683 -5.666  1.158
C -2.820 -0.369 -6.680  -2.003
C -0.330 -0.994 -6.849  -1.409
C -0.255 3.741 -7.674  -1.847
H 1.312 0.999 -6.635  -0.280
H 2.019 1.558 -8.123  0.264
H 1.776 2.662 -6.735  0.427
H -1.002 2.578 -9.799  0.488
H 0.689 2.193 -9.937  0.372
H -0.830 0.454 -10.858  0.440
H 0.398 -0.081 -9.642  0.298
H -1.683 -1.213 -9.047  0.413
H -2.662 0.249 -9.228  0.393
H -3.221 -1.341 -6.969  0.458
H -3.605 0.376 -6.813  0.455
H -2.691 -0.456 -5.601  0.188
H -0.636 -2.036 -6.949  0.525
H -0.088 -0.900 -5.790  -0.099
H 0.602 -0.833 -7.390  0.356
H -1.152 4.156 -8.134  0.507
H -0.318 4.063 -6.635  -0.038
H 0.543 4.277 -8.188  0.466
H -1.752 2.353 -5.609  -0.110
C 6.017 -3.275 2.871  -1.531
C 5.866 -1.956 2.128  1.367
C 7.278 -1.355 1.833  -0.952
C 7.944 -2.048 0.643  -1.230
C 7.018 -2.132 -0.521  -0.831
C 5.667 -2.814 -0.264  2.821
N 5.088 -2.109 0.858  0.610
O 3.730 -2.296 1.044  1.652
C 4.850 -2.617 -1.520  -1.636
C 5.881 -4.387 -0.146  -1.694
C 5.110 -0.909 3.023  -1.158
H 6.401 -3.153 3.884  0.434
H 6.700 -3.995 2.420  0.341
H 5.005 -3.680 2.868  0.064
H 6.998 -0.326 1.607  0.060
H 7.908 -1.451 2.717  0.540
H 8.133 -3.063 0.992  0.385
H 8.909 -1.654 0.323  0.510
H 7.636 -2.619 -1.276  0.543
H 6.927 -1.084 -0.808  -0.651
H 4.659 -1.562 -1.719  -0.594
H 5.327 -3.013 -2.416  0.996
H 3.816 -2.952 -1.438  -0.353
H 5.424 -4.813 0.747  0.160
H 5.698 -5.009 -1.022  0.403
H 6.947 -4.588 -0.049  0.404
H 5.673 -0.433 3.826  0.436
H 4.190 -1.370 3.382  -0.149
H 4.906 -0.090 2.333  -0.217
H 3.377 -1.603 0.481  -0.302
C 2.076 1.644 1.736  -1.882
C 0.916 0.696 1.403  2.834
C -0.352 1.470 1.343  -0.346
C -1.558 0.783 0.753  1.377
C -1.266 0.185 -0.682  0.092
C 0.122 -0.558 -0.773  2.093
N 1.130 0.150 0.016  -0.117
O 2.439 -0.326 -0.241  1.099
C -0.041 -2.001 -0.315  0.723
C 0.531 -0.431 -2.253  -1.177
C 0.798 -0.400 2.484  0.148
H 1.828 2.196 2.642  0.385
H 2.267 2.357 0.934  0.201
H 3.047 1.273 2.066  -0.180
H -0.477 1.847 2.359  0.555
H -0.167 2.401 0.807  -0.912
H -2.429 1.426 0.623  0.020
H -1.872 0.016 1.462  -1.065
H -1.354 0.967 -1.436  -0.633
H -2.144 -0.456 -0.766  -0.447
H -0.832 -2.047 0.433  0.018
H -0.453 -2.581 -1.140  -0.809
H 0.845 -2.451 0.133  -0.999
H 0.988 0.548 -2.399  -0.534
H 1.316 -1.153 -2.478  -0.084
H -0.339 -0.616 -2.883  0.676
H -0.058 -1.045 2.287  -0.459
H 0.666 -0.117 3.529  -0.576
H 1.757 -0.914 2.416  -0.521
H 2.754 0.371 -0.821  -0.304

Cartesian forces, eV/Å:
C 1.125 -0.276 -0.809
C -0.340 0.578 1.689
C 0.377 0.808 -1.028
O -0.299 -0.471 0.632
C 0.228 1.032 -0.801
N 0.383 -0.724 -0.176
H -0.442 -0.167 0.187
H -0.045 0.562 0.440
H 0.111 0.100 -0.070
H 0.343 0.253 0.042
H -0.603 -0.559 0.304
H 0.567 -0.138 -0.644
H 0.267 0.157 -0.017
H 0.523 0.246 0.577
H -0.832 -0.224 -0.471
H -0.790 -1.809 -0.180
H -0.448 0.686 0.126
C -0.472 0.932 -0.544
C 0.175 -0.606 1.657
C 0.092 -2.142 -0.386
O -1.135 1.653 1.092
C 0.549 0.482 -1.002
N -0.336 -0.171 0.206
H 0.245 -0.533 -0.362
H -0.314 -0.009 -0.164
H 1.001 0.564 0.135
H -0.516 0.369 0.223
H -0.073 -0.598 0.310
H 0.215 0.475 -0.252
H 0.223 0.120 -0.151
H -0.064 -0.348 0.075
H 0.286 -0.406 0.201
H 0.952 0.421 0.019
H -0.764 -0.440 -0.698
C 0.166 1.142 -0.638
C -1.084 -0.864 0.384
C 0.855 -1.784 2.004
O 3.276 1.200 0.020
C -3.025 0.921 -0.576
N -0.313 -0.121 0.416
H -0.238 0.307 0.180
H -0.227 -0.336 0.318
H 0.331 -0.262 0.087
H 0.235 -0.205 -0.733
H -0.032 0.108 -0.118
H -0.530 0.057 -0.052
H -0.702 0.306 -0.278
H -0.060 -0.378 -0.475
H 0.397 -0.746 -0.033
H 0.054 0.541 -0.310
H 0.862 0.142 -0.042
C -1.936 -0.332 0.858
C 1.540 -0.164 -0.854
C -0.154 1.493 0.325
O 3.109 -0.650 -0.950
C -1.660 -0.933 0.921
N -0.515 0.866 0.379
H 0.144 -0.057 0.071
H 0.479 0.028 0.334
H -0.341 -0.021 -0.329
H -0.514 -0.386 -0.256
H 0.076 -0.029 0.534
H 0.162 -0.192 -0.543
H 0.142 -0.497 -0.161
H -0.288 0.261 -0.122
H -0.086 0.566 -0.261
H 0.068 0.483 0.298
H -0.130 -0.476 -0.327
C -0.935 -0.462 -0.946
C -1.617 1.545 1.908
C 0.677 0.441 -0.303
O 2.237 1.232 1.457
C -0.879 -1.510 0.289
N 1.936 0.061 -1.579
H -0.104 -1.056 -0.144
H -0.489 -0.114 0.816
H 0.348 0.358 -0.928
H 0.091 -0.082 0.454
H -0.162 -0.403 -0.346
H -0.343 0.203 0.187
H -0.438 0.002 0.503
H 0.768 0.640 -0.537
H -0.039 -0.237 -0.042
H -0.652 -0.956 -0.174
H -0.594 0.409 -0.938
C -1.056 0.286 0.513
C 0.281 -0.523 0.618
C -0.366 0.381 0.919
O -0.224 -0.178 -0.698
C 0.446 0.146 -0.202
N 0.045 1.005 -1.545
H 0.344 0.318 -0.096
H -0.134 -0.248 0.107
H 0.333 -0.432 -0.116
H -0.239 -0.205 0.182
H -0.162 -0.464 -0.129
H 0.322 0.356 0.210
H 0.235 0.171 -0.397
H -0.223 0.322 -0.204
H 0.623 -0.557 0.359
H -0.442 -0.484 -0.708
H 0.116 -0.113 1.120
C 0.626 -0.587 1.029
C 1.152 -2.475 -1.664
C 0.736 0.895 -0.159
O -0.706 -0.284 1.095
C 0.385 0.635 -0.746
N 0.021 0.549 1.613
H 0.201 0.237 0.114
H 0.098 0.636 0.529
H -0.965 -0.436 0.438
H 0.330 -0.679 -0.351
H -0.279 0.448 -0.046
H 0.047 -0.608 -0.076
H 0.201 -0.467 0.085
H 0.229 0.594 0.012
H -0.126 -0.304 -0.099
H -1.198 0.924 -0.648
H -0.542 0.735 -0.648
C -0.917 -2.644 -1.550
C 1.961 -1.620 0.621
C -0.192 0.831 1.791
O -0.052 -0.127 -1.060
C -0.790 -1.491 1.480
N -0.693 1.189 0.130
H 0.599 0.465 -0.433
H -0.751 0.153 0.352
H 0.330 1.011 0.083
H -0.136 0.723 -0.242
H 0.068 0.314 -0.357
H -0.081 -0.389 0.134
H 0.517 0.051 -0.182
H 0.246 0.416 -0.276
H 0.482 0.916 -0.577
H -0.542 -0.063 -0.102
H 0.100 0.434 0.305
C 0.684 0.821 1.042
C -1.398 -1.555 0.623
C 1.155 2.324 -0.310
O -1.168 -0.861 1.110
C 0.570 0.260 -0.886
N 0.242 -0.125 -0.524
H 0.165 0.333 -0.348
H 0.061 -0.843 0.082
H 0.143 -0.051 0.089
H -0.123 0.299 -0.405
H 0.241 -0.379 -0.101
H -0.568 0.351 -0.255
H -0.044 0.092 -0.239
H -0.090 -0.271 0.121
H -0.055 -0.129 0.116
H 0.252 -0.048 -0.187
H -0.272 -0.093 -0.152
C -0.946 -0.352 0.043
C 0.644 -0.388 -1.564
C -0.503 -1.229 0.195
C -0.426 0.268 -0.915
C 1.546 1.257 -1.130
C -0.609 -1.033 0.581
N 0.635 -0.811 2.753
O 1.153 0.518 -0.349
C 0.410 0.618 -0.017
C -0.752 0.039 0.180
C 0.013 -0.199 -0.831
H -0.194 -0.129 -0.516
H -0.021 0.600 0.122
H 0.749 -0.007 -0.101
H -0.098 -0.346 -0.430
H -0.011 -0.016 -0.115
H -0.972 0.361 0.735
H -0.005 -0.579 0.694
H -0.433 -0.460 0.386
H -0.166 -0.149 -0.022
H 0.185 0.119 -0.385
H 0.069 0.525 0.113
H 0.055 0.424 -0.330
H 0.358 -0.155 -0.158
H -0.145 -0.194 -0.172
H 0.090 -0.097 0.111
H -0.550 0.215 0.564
H -0.029 0.145 0.496
H 0.561 0.727 0.256
H -0.495 0.325 -0.173
C -0.190 0.456 -1.167
C 0.342 1.612 0.973
C 0.925 -0.484 0.059
C -0.845 0.398 -1.428
C 0.585 -1.162 0.346
C -0.711 0.704 -0.712
N -0.099 1.470 -0.635
O 0.052 -0.196 0.645
C -0.005 -0.584 0.514
C 0.921 0.465 -0.117
C 0.617 -0.951 0.404
H -0.472 -0.302 0.548
H -0.124 0.130 0.800
H -0.305 0.027 -0.289
H 0.520 -0.496 0.016
H -0.541 -0.218 -0.399
H 0.062 0.106 -0.005
H -0.591 -0.134 -0.037
H 0.722 0.339 -0.108
H -0.039 -0.408 0.606
H -0.064 -0.017 -0.070
H -0.146 -0.154 0.337
H -0.042 -0.184 -0.041
H -0.048 -0.362 0.267
H 0.137 -0.038 -0.236
H -0.202 0.167 0.176
H 0.156 0.447 -0.329
H -0.440 -0.271 0.209
H -0.059 -0.183 -0.339
H -0.005 -0.155 -0.194
C 0.371 0.129 1.067
C -0.602 0.113 -1.288
C 0.523 -1.971 0.824
C 0.102 0.806 0.692
C 1.486 0.419 0.041
C -1.648 -1.296 0.497
N -4.024 1.059 -1.910
O 1.081 0.512 0.473
C 0.927 -0.479 1.857
C 0.038 -0.841 -1.464
C 1.175 -0.321 -1.056
H 0.340 -0.092 0.072
H -0.322 -0.418 0.228
H -0.017 -0.173 0.144
H -0.210 0.563 -0.848
H -0.272 0.855 -0.150
H -0.001 0.040 -0.404
H 0.270 0.141 0.341
H 0.136 0.022 -0.121
H 0.361 -0.184 -0.067
H -0.225 0.277 -0.286
H -0.342 -0.433 -0.038
H -0.148 0.581 0.058
H 0.072 -0.016 0.039
H 0.174 -0.294 -0.207
H -0.201 0.166 0.514
H -0.333 -0.221 0.021
H 0.087 -0.003 0.166
H -0.245 0.116 0.000
H 1.215 1.039 0.716
C 0.671 -0.405 0.334
C -0.162 0.830 -0.914
C -0.683 -1.837 0.015
C -0.589 1.214 1.796
C 1.854 -0.112 0.124
C -0.488 -0.214 1.629
N -2.204 -0.086 -1.879
O 1.257 -0.586 -0.381
C 1.107 0.532 0.263
C -0.518 0.309 -0.744
C -0.415 -0.360 0.238
H -0.080 0.087 -0.037
H 0.154 0.228 -0.072
H 0.142 0.096 -0.200
H -0.141 0.153 0.347
H 0.237 0.425 0.459
H 0.236 -0.159 -0.007
H -0.141 -0.421 -0.252
H -0.287 -0.110 -0.325
H 0.049 0.214 0.209
H 0.290 -0.026 -0.511
H 0.138 0.187 -0.362
H 0.292 0.151 0.094
H -0.111 -0.048 -0.358
H -0.326 0.568 0.096
H 0.015 -0.232 -0.125
H -0.376 -0.566 -0.157
H 0.409 -0.122 0.162
H 0.364 -0.194 0.227
H -0.768 0.465 0.527
C -0.407 -0.267 0.116
C 0.575 0.221 0.503
C -1.055 -0.077 -0.918
C -0.220 -0.798 1.553
C 0.813 0.492 -0.260
C 0.671 -1.252 -0.936
N 1.987 1.287 0.355
O -0.334 -1.157 0.527
C -1.212 1.175 -0.310
C 0.980 0.297 0.660
C 0.148 -0.538 -1.289
H -0.306 0.258 0.176
H -0.130 0.115 -0.366
H 0.055 -0.509 0.450
H 0.796 0.382 -0.085
H -0.167 0.309 0.153
H 0.366 -0.269 0.003
H -0.050 0.343 0.265
H -0.634 -0.287 -0.550
H -0.748 -0.009 -0.508
H 0.485 0.404 -0.021
H 0.006 -0.233 0.204
H 0.114 -0.801 0.079
H -0.300 -0.017 -0.243
H -0.884 0.454 -0.168
H 0.279 0.140 0.489
H 0.322 -0.653 0.182
H -0.063 0.334 0.151
H -0.518 0.085 -0.024
H -0.734 0.424 -0.012
C 0.081 0.494 0.537
C 0.962 -1.336 -0.519
C -0.451 2.019 0.020
C 0.500 -0.520 -0.725
C 0.230 0.373 2.250
C -0.713 0.306 -0.148
N -0.564 1.691 0.784
O -0.461 0.108 0.111
C -0.920 -0.059 -0.145
C 0.597 -0.649 0.621
C 0.500 -0.395 -0.502
H -0.601 0.394 -0.017
H -0.166 0.074 -0.082
H -0.023 -0.984 -0.559
H -0.618 -0.203 0.296
H 0.101 0.077 -0.496
H 0.169 0.353 0.238
H -0.074 -0.420 -0.223
H 0.229 0.070 0.089
H 0.369 -0.635 -0.831
H 0.026 -0.038 0.330
H 0.451 -0.348 -0.001
H 0.125 0.105 -0.513
H -0.446 0.222 -0.282
H -0.066 -0.204 -0.168
H 0.172 0.151 -0.183
H 0.242 -0.304 -0.174
H 0.085 0.769 -0.031
H -0.131 -0.702 0.154
H 0.530 -0.126 -0.142

The calculation puts the orbital gap at 7.96 eV. As for the multiplicity: 1. As for the relative energy (zero: lowest compared OMol25 entry of this formula, charge and spin): 378.7 kJ/mol.